# 1
Formula: C34H28BrClN2O2PTl
Source: OMol25
Level of theory: the ωB97M-V functional and the def2-TZVPD basis

## Properties
Total charge: +2
HOMO (alpha / beta) in eV: -12.822 / -12.811

```
70
Properties=species:S:1:pos:R:3:lowdin_charge:R:1
Tl -0.005 -2.202 -0.482 0.786
O 3.013 0.430 -3.318 0.064
C 3.130 1.361 -2.332 -0.274
C 3.382 2.677 -2.685 -0.001
C 3.413 3.661 -1.709 -0.061
C 3.192 3.342 -0.376 -0.081
C 2.979 2.018 -0.022 -0.064
C 2.990 1.014 -0.986 -0.115
C 2.810 -0.476 -0.716 -0.427
O 1.710 -0.995 -1.290 -0.438
N 2.885 -0.677 0.762 0.087
N 1.964 -1.259 1.421 0.020
C 2.134 -1.388 2.740 -0.138
C 1.176 -1.992 3.561 -0.598
Br -0.565 -2.269 2.862 0.772
C 1.383 -2.346 4.878 -0.030
C 2.631 -2.416 5.580 -0.208
C 3.867 -2.685 4.958 -0.027
C 5.028 -2.701 5.701 -0.043
C 4.980 -2.456 7.071 -0.022
C 3.762 -2.241 7.711 -0.037
C 2.595 -2.241 6.978 -0.001
H 2.506 -0.320 -2.964 0.082
H 3.521 2.912 -3.733 0.127
H 3.586 4.690 -1.995 0.114
H 3.219 4.111 0.384 0.107
H 2.825 1.778 1.026 0.101
H 3.731 -0.975 -1.076 0.176
H 3.717 -0.328 1.241 0.179
H 3.016 -0.975 3.225 0.137
H 0.500 -2.593 5.458 0.119
H 3.898 -2.962 3.912 0.116
H 5.972 -2.929 5.225 0.119
H 5.895 -2.463 7.649 0.123
H 3.729 -2.085 8.781 0.122
H 1.644 -2.076 7.470 0.127
Cl -0.488 0.942 0.221 0.706
C -2.029 1.754 0.197 -0.624
C -2.222 2.855 1.005 -0.072
C -3.427 3.543 0.922 -0.027
C -4.419 3.141 0.037 -0.038
C -4.222 2.029 -0.764 -0.047
C -3.014 1.328 -0.696 -0.373
P -2.723 -0.074 -1.755 1.152
C -4.253 -0.802 -2.250 -0.371
C -4.661 -0.833 -3.590 -0.062
C -5.870 -1.421 -3.913 -0.042
C -6.655 -1.997 -2.920 -0.029
C -6.251 -1.973 -1.589 -0.046
C -5.049 -1.382 -1.249 -0.079
C -1.648 0.295 -3.095 -0.376
C -1.347 -0.730 -4.011 -0.093
C -0.426 -0.499 -5.013 -0.040
C 0.219 0.733 -5.089 -0.026
C -0.066 1.744 -4.176 -0.039
C -0.988 1.530 -3.170 -0.060
H -1.444 3.174 1.685 0.118
H -3.586 4.406 1.554 0.125
H -5.344 3.697 -0.034 0.123
H -4.994 1.706 -1.451 0.119
H -4.055 -0.375 -4.360 0.112
H -6.202 -1.434 -4.942 0.122
H -7.590 -2.472 -3.187 0.122
H -6.868 -2.422 -0.824 0.120
H -4.727 -1.360 -0.214 0.115
H -1.840 -1.693 -3.938 0.117
H -0.199 -1.277 -5.730 0.122
H 0.956 0.904 -5.862 0.126
H 0.436 2.699 -4.250 0.121
H -1.211 2.316 -2.460 0.111
```

---

# 2
Formula: C34H28BrF6IN4O5OsS3Se
Source: OMol25
Level of theory: the ωB97M-V functional and the def2-TZVPD basis

## Properties
ΔE to the lowest compared entry with this formula, charge and spin in kcal/mol: 10.8
Total charge: +2
HOMO (alpha / beta) in eV: -11.515 / -11.515

```
84
Properties=species:S:1:pos:R:3:lowdin_charge:R:1
Os 1.294 1.001 -0.688 1.322
Br 3.640 0.972 -1.516 1.037
C 3.760 2.859 -1.852 -0.495
C 4.953 3.452 -2.128 -0.061
C 4.945 4.845 -2.352 -0.027
C 3.770 5.547 -2.300 0.015
C 2.541 4.900 -2.030 -0.133
C 1.308 5.596 -2.009 0.043
C 0.124 4.941 -1.784 -0.015
C 0.114 3.556 -1.559 -0.058
C 1.301 2.847 -1.479 -0.309
C 2.529 3.507 -1.784 -0.223
H 5.876 2.892 -2.167 0.123
H 5.878 5.348 -2.560 0.125
H 3.766 6.616 -2.468 0.132
H 1.313 6.662 -2.198 0.135
H -0.812 5.482 -1.786 0.126
H -0.835 3.062 -1.394 0.112
I -1.900 -0.370 -0.728 1.127
C -1.004 0.185 -2.536 -0.690
C -1.643 -0.088 -3.743 -0.095
C -1.005 0.178 -4.935 -0.015
C 0.277 0.717 -4.902 -0.017
C 0.854 0.975 -3.685 -0.120
N 0.233 0.716 -2.509 -0.158
H -2.638 -0.509 -3.721 0.109
H -1.495 -0.026 -5.878 0.130
H 0.822 0.949 -5.805 0.126
H 1.836 1.417 -3.623 0.092
F -0.090 4.426 3.436 0.198
C -0.801 3.677 2.624 -0.684
F -1.742 3.034 3.279 0.194
F -1.332 4.416 1.658 0.169
S 0.357 2.497 1.794 0.633
O -0.383 1.793 0.723 -0.517
O 1.450 3.299 1.298 -0.268
N 0.768 1.519 2.949 -0.260
S 2.021 0.648 2.605 0.675
O 2.161 -0.495 3.425 -0.211
O 2.091 0.349 1.130 -0.504
C 3.556 1.710 2.879 -0.665
F 4.445 0.981 3.521 0.182
F 4.060 2.083 1.705 0.130
F 3.235 2.771 3.589 0.180
O 1.253 -1.056 -0.928 -0.690
S 2.071 -1.894 -1.970 1.057
C 2.888 -3.098 -0.979 -0.369
C 2.209 -4.032 -0.202 -0.047
C 2.949 -4.915 0.561 -0.044
C 4.341 -4.866 0.545 -0.032
C 5.005 -3.930 -0.232 -0.043
C 4.277 -3.036 -1.003 -0.075
C 0.848 -2.775 -2.881 -0.389
C -0.320 -3.246 -2.290 -0.107
C -1.233 -3.922 -3.079 -0.043
C -0.972 -4.129 -4.431 -0.039
C 0.197 -3.653 -5.006 -0.049
C 1.116 -2.959 -4.232 -0.073
H 1.129 -4.074 -0.191 0.109
H 2.443 -5.657 1.163 0.117
H 4.908 -5.569 1.139 0.122
H 6.086 -3.900 -0.245 0.121
H 4.783 -2.308 -1.624 0.106
H -0.520 -3.060 -1.244 0.073
H -2.150 -4.292 -2.641 0.120
H -1.687 -4.667 -5.037 0.120
H 0.394 -3.817 -6.057 0.120
H 2.028 -2.572 -4.670 0.118
C -4.079 -3.307 2.053 -0.027
N -2.776 -3.785 2.483 -0.126
C -2.458 -5.097 2.786 -0.032
C -1.164 -5.112 3.161 -0.038
N -0.699 -3.812 3.076 -0.125
C 0.624 -3.350 3.463 -0.038
C -1.693 -3.001 2.665 -0.721
Se -1.583 -1.166 2.459 0.566
H -4.827 -4.051 2.313 0.098
H -4.088 -3.139 0.976 0.088
H -4.298 -2.370 2.560 0.073
H -3.180 -5.891 2.724 0.129
H -0.545 -5.923 3.500 0.126
H 1.212 -4.209 3.777 0.096
H 0.550 -2.631 4.278 0.091
H 1.106 -2.854 2.622 0.066
```

---

# 3
Formula: C34H28BrLuN4O2S
Source: OMol25
Level of theory: the ωB97M-V functional and the def2-TZVPD basis

## Properties
ΔE to the lowest compared entry with this formula, charge and spin in kcal/mol: 14.0
HOMO in eV: -7.356

```
71
Properties=species:S:1:pos:R:3:lowdin_charge:R:1
Lu 0.049 -1.263 0.459 1.323
O -0.599 -3.018 1.967 -0.413
S -1.862 -2.268 1.907 0.507
O -2.355 -2.216 0.532 -0.346
N -1.571 -0.775 2.227 -0.205
C -0.935 -0.303 3.395 -0.258
C -1.241 -0.644 4.683 -0.007
C -0.609 0.007 5.770 -0.066
C 0.307 0.994 5.564 -0.039
C 0.669 1.345 4.239 -0.148
C 1.634 2.333 3.928 0.000
C 1.965 2.576 2.630 -0.036
C 1.362 1.801 1.619 -0.137
N 0.457 0.892 1.867 0.013
C 0.073 0.675 3.161 -0.178
C -3.033 -3.026 2.954 -0.301
C -4.293 -2.444 3.063 -0.049
C -5.220 -3.033 3.907 -0.065
C -4.880 -4.177 4.623 -0.069
C -3.617 -4.740 4.503 -0.064
C -2.675 -4.163 3.662 -0.047
H -2.000 -1.391 4.876 0.107
H -0.878 -0.278 6.779 0.106
H 0.775 1.506 6.397 0.112
H 2.108 2.881 4.735 0.120
H 2.701 3.321 2.362 0.108
H 1.660 1.913 0.582 0.114
H -4.532 -1.550 2.498 0.125
H -6.207 -2.601 4.008 0.109
H -5.609 -4.633 5.281 0.107
H -3.361 -5.628 5.065 0.109
H -1.680 -4.575 3.552 0.117
N -0.270 -6.759 -3.255 0.121
C -0.120 -5.615 -2.521 -0.316
C -0.984 -4.525 -2.687 -0.002
C -0.801 -3.406 -1.911 -0.137
N 0.167 -3.294 -0.993 -0.054
C 0.980 -4.337 -0.824 -0.142
C 0.883 -5.499 -1.556 -0.010
H -0.883 -6.759 -4.049 0.098
H 0.454 -7.453 -3.243 0.098
H -1.783 -4.554 -3.417 0.114
H -1.452 -2.549 -2.036 0.100
H 1.750 -4.215 -0.072 0.066
H 1.582 -6.307 -1.379 0.112
C 2.440 0.513 -6.347 -0.104
C 1.831 1.461 -5.535 -0.085
C 1.481 1.147 -4.229 -0.040
C 1.733 -0.121 -3.705 -0.225
C 2.369 -1.056 -4.524 -0.050
C 2.712 -0.750 -5.835 -0.096
C 1.365 -0.501 -2.309 -0.142
C 0.238 -0.218 -1.635 -0.258
C -0.890 0.506 -2.281 -0.296
C -1.510 0.027 -3.440 -0.064
C -2.597 0.684 -4.001 -0.088
C -3.096 1.843 -3.418 -0.108
C -2.503 2.324 -2.258 -0.094
C -1.426 1.654 -1.690 -0.063
H 2.711 0.758 -7.366 0.095
H 1.627 2.452 -5.921 0.100
H 1.004 1.892 -3.605 0.114
H 2.591 -2.039 -4.120 0.108
H 3.197 -1.494 -6.455 0.096
H 2.135 -1.101 -1.822 0.059
H -1.113 -0.863 -3.916 0.111
H -3.052 0.295 -4.905 0.098
H -3.939 2.358 -3.859 0.094
H -2.889 3.219 -1.785 0.097
H -0.980 2.025 -0.773 0.095
Br 2.509 -1.731 1.229 -0.052
```